Molecular formula: C62H170LiN15O16
Method: DFT, ωB97M-V with the def2-TZVPD basis set

Computed properties:
Total energy: -122357.190 eV
Orbital gap: 7.792 eV
Charge: 0
F_max: 3.3 eV/A
E_LUMO: 0.235 eV

Geometry (Å):
1 Li 2.770 -0.210 0.685
2 C -0.579 1.017 -1.425
3 C 0.180 -0.088 -0.639
4 O 0.740 0.350 0.581
5 H -0.837 0.618 -2.406
6 H 0.236 1.703 -1.658
7 H -1.445 1.445 -0.920
8 H 0.973 -0.505 -1.261
9 H -0.546 -0.888 -0.493
10 C -4.629 -4.170 -7.198
11 C -4.675 -3.125 -8.319
12 C -3.373 -2.334 -8.426
13 O -3.011 -1.683 -7.202
14 C -1.890 -0.845 -7.283
15 N -4.897 -3.880 -9.519
16 H -5.632 -4.529 -6.967
17 H -4.190 -3.745 -6.296
18 H -4.026 -5.032 -7.482
19 H -5.522 -2.459 -8.156
20 H -3.402 -1.656 -9.279
21 H -2.612 -3.092 -8.608
22 H -1.770 -0.274 -6.362
23 H -1.997 -0.140 -8.107
24 H -0.994 -1.415 -7.525
25 H -4.087 -4.453 -9.708
26 H -5.666 -4.533 -9.463
27 C -0.214 -0.798 8.305
28 C -1.051 -0.604 7.013
29 C -1.494 0.848 6.728
30 O -2.475 1.152 7.739
31 C -2.994 2.477 7.621
32 N -0.345 -1.192 5.848
33 H 0.020 -1.852 8.453
34 H -0.829 -0.539 9.167
35 H 0.562 -0.056 8.497
36 H -1.977 -1.174 7.088
37 H -2.000 0.882 5.763
38 H -0.655 1.543 6.702
39 H -3.888 2.661 8.217
40 H -3.125 2.971 6.658
41 H -2.245 3.150 8.039
42 H -0.496 -2.188 5.918
43 H -0.946 -1.105 5.041
44 C 5.302 -3.093 1.929
45 C 4.736 -1.797 1.325
46 C 4.942 -1.685 -0.160
47 O 4.291 -0.418 -0.601
48 C 4.550 -0.112 -1.964
49 N 3.315 -1.870 1.667
50 H 5.176 -3.349 2.981
51 H 6.361 -3.061 1.675
52 H 4.723 -3.899 1.479
53 H 5.127 -0.909 1.823
54 H 4.571 -2.583 -0.654
55 H 5.977 -1.606 -0.493
56 H 4.398 0.943 -2.192
57 H 4.077 -0.719 -2.736
58 H 5.586 -0.189 -2.293
59 H 2.964 -2.684 1.183
60 H 3.340 -2.266 2.596
61 C 1.908 -2.228 -3.288
62 C 1.668 -3.714 -3.198
63 C 1.098 -4.173 -4.571
64 O -0.224 -3.709 -4.697
65 C -0.885 -4.271 -5.856
66 N 2.953 -4.284 -2.823
67 H 1.033 -1.602 -3.463
68 H 2.646 -1.942 -4.037
69 H 2.341 -1.923 -2.335
70 H 0.987 -4.064 -2.422
71 H 1.096 -5.263 -4.557
72 H 1.660 -3.752 -5.404
73 H -0.617 -3.773 -6.788
74 H -1.958 -4.097 -5.776
75 H -0.781 -5.353 -5.940
76 H 3.624 -4.263 -3.578
77 H 2.833 -5.269 -2.636
78 C 6.012 0.611 -6.591
79 C 5.078 1.162 -5.550
80 C 5.706 2.357 -4.830
81 O 6.587 1.813 -3.851
82 C 7.134 2.778 -2.879
83 N 3.753 1.452 -6.140
84 H 6.332 1.371 -7.303
85 H 5.635 -0.242 -7.155
86 H 6.893 0.297 -6.031
87 H 4.949 0.359 -4.825
88 H 4.894 2.944 -4.400
89 H 6.274 2.945 -5.550
90 H 6.519 3.667 -2.742
91 H 8.165 3.061 -3.094
92 H 7.433 2.286 -1.953
93 H 3.079 1.641 -5.411
94 H 3.476 0.567 -6.540
95 C -2.139 9.064 2.541
96 C -3.170 8.108 1.820
97 C -2.511 6.692 1.501
98 O -3.347 5.908 0.655
99 C -2.647 4.865 -0.041
100 N -4.247 7.926 2.776
101 H -1.845 8.830 3.564
102 H -2.573 10.064 2.534
103 H -1.242 9.298 1.967
104 H -3.718 8.571 1.000
105 H -2.274 6.126 2.402
106 H -1.554 6.998 1.077
107 H -3.274 4.146 -0.568
108 H -1.983 4.253 0.570
109 H -1.969 5.210 -0.822
110 H -3.901 7.379 3.551
111 H -4.928 7.340 2.314
112 C -2.740 -2.881 3.208
113 C -2.244 -1.777 2.245
114 C -3.202 -0.575 2.226
115 O -4.526 -0.951 1.860
116 C -5.447 0.100 2.046
117 N -0.955 -1.274 2.695
118 H -3.604 -3.362 2.749
119 H -3.032 -2.464 4.172
120 H -2.054 -3.666 3.525
121 H -2.097 -2.132 1.225
122 H -2.929 0.201 1.510
123 H -3.290 -0.012 3.156
124 H -6.424 -0.205 1.671
125 H -5.265 1.043 1.529
126 H -5.517 0.330 3.109
127 H -0.360 -2.080 2.564
128 H -0.653 -0.658 1.955
129 C 2.101 -5.684 1.245
130 C 1.277 -4.779 0.346
131 C 0.106 -4.178 1.124
132 O -0.867 -5.072 1.727
133 C -1.647 -5.803 0.779
134 N 2.098 -3.726 -0.136
135 H 2.620 -5.167 2.052
136 H 2.775 -6.283 0.632
137 H 1.408 -6.333 1.780
138 H 0.809 -5.366 -0.444
139 H -0.517 -3.536 0.502
140 H 0.443 -3.587 1.976
141 H -2.283 -6.498 1.328
142 H -1.090 -6.581 0.258
143 H -2.213 -5.239 0.038
144 H 2.652 -4.101 -0.893
145 H 1.448 -3.074 -0.550
146 C 3.505 -0.280 5.346
147 C 3.690 1.170 5.778
148 C 5.052 1.416 6.394
149 O 5.013 0.980 7.727
150 C 6.230 1.057 8.482
151 N 3.549 2.040 4.645
152 H 4.142 -0.572 4.511
153 H 2.503 -0.346 4.923
154 H 3.656 -0.977 6.170
155 H 2.944 1.469 6.514
156 H 5.371 2.457 6.436
157 H 5.814 0.922 5.791
158 H 6.597 2.084 8.474
159 H 6.924 0.334 8.053
160 H 6.040 0.662 9.480
161 H 3.556 2.923 5.134
162 H 2.557 2.015 4.457
163 C 0.589 4.245 3.062
164 C -0.016 2.958 3.781
165 C -1.431 2.542 3.255
166 O -2.377 3.592 3.606
167 C -3.792 3.210 3.280
168 N 0.877 1.920 3.363
169 H 1.507 4.608 3.525
170 H -0.109 5.070 3.205
171 H 0.776 4.151 1.993
172 H -0.071 2.956 4.869
173 H -1.725 1.603 3.723
174 H -1.480 2.368 2.180
175 H -4.452 4.015 3.605
176 H -4.130 2.353 3.863
177 H -4.022 2.997 2.236
178 H 0.474 1.038 3.644
179 H 0.779 1.659 2.393
180 C 5.215 2.852 0.269
181 C 3.737 2.798 0.689
182 C 2.828 2.718 -0.540
183 O 3.213 3.588 -1.636
184 C 3.006 4.984 -1.303
185 N 3.519 1.653 1.560
186 H 5.541 1.857 -0.033
187 H 5.901 3.116 1.074
188 H 5.265 3.576 -0.544
189 H 3.533 3.746 1.187
190 H 1.787 2.841 -0.243
191 H 2.809 1.662 -0.810
192 H 3.751 5.481 -0.682
193 H 2.051 5.092 -0.787
194 H 2.968 5.481 -2.272
195 H 2.546 1.804 1.784
196 H 3.985 1.642 2.456
197 C 0.599 2.662 -5.696
198 C 1.370 3.273 -4.544
199 C 0.414 4.038 -3.595
200 O -0.045 5.279 -4.101
201 C -1.287 5.767 -3.706
202 N 2.018 2.162 -3.883
203 H -0.205 1.991 -5.394
204 H 1.217 2.214 -6.474
205 H 0.093 3.504 -6.169
206 H 2.138 3.991 -4.830
207 H 0.816 4.302 -2.617
208 H -0.348 3.332 -3.263
209 H -1.621 6.628 -4.284
210 H -1.346 6.014 -2.646
211 H -2.044 5.035 -3.987
212 H 1.296 1.624 -3.425
213 H 2.459 2.656 -3.121
214 C -7.024 -2.502 -1.195
215 C -5.609 -3.166 -1.194
216 C -4.568 -2.474 -1.941
217 O -3.318 -3.172 -1.969
218 C -2.255 -2.549 -2.719
219 N -5.259 -3.267 0.216
220 H -7.028 -1.424 -1.039
221 H -7.726 -2.931 -0.481
222 H -7.275 -2.581 -2.253
223 H -5.637 -4.200 -1.539
224 H -4.334 -1.489 -1.537
225 H -4.953 -2.294 -2.945
226 H -1.247 -2.776 -2.372
227 H -2.187 -1.462 -2.665
228 H -2.392 -2.879 -3.748
229 H -4.282 -3.512 0.144
230 H -5.207 -2.343 0.622
231 C 3.129 -4.561 5.070
232 C 1.697 -4.104 4.919
233 C 0.937 -4.200 6.211
234 O -0.436 -3.969 5.939
235 C -1.329 -4.247 7.027
236 N 1.652 -2.804 4.292
237 H 3.582 -4.766 4.100
238 H 3.184 -5.477 5.658
239 H 3.743 -3.849 5.621
240 H 1.133 -4.697 4.198
241 H 1.345 -3.569 7.001
242 H 1.087 -5.220 6.565
243 H -1.629 -5.294 7.076
244 H -2.303 -3.792 6.844
245 H -0.970 -3.940 8.010
246 H 0.749 -2.438 4.557
247 H 2.315 -2.243 4.808
248 C -4.960 1.295 -2.468
249 C -4.088 0.753 -3.562
250 C -4.806 0.766 -4.935
251 O -5.951 -0.059 -4.878
252 C -6.481 -0.221 -6.181
253 N -2.886 1.591 -3.562
254 H -5.163 2.365 -2.495
255 H -4.538 1.043 -1.495
256 H -5.954 0.847 -2.469
257 H -3.819 -0.260 -3.265
258 H -4.153 0.334 -5.693
259 H -5.062 1.803 -5.154
260 H -5.830 -0.872 -6.764
261 H -6.549 0.731 -6.708
262 H -7.474 -0.669 -6.124
263 H -2.100 1.139 -4.008
264 H -2.652 1.847 -2.613

Forces on atoms 1 to 2 (eV/Å):
-0.929 0.625 0.382
1.861 -0.953 -0.335